[1]
Molecular formula: C21H29AgN6O4PS4Se
Method: DFT, ωB97M-V/def2-TZVPD

Cartesian coordinates (Å):
O  1.369918  -4.673742  0.423313
S  -2.200408  -1.069416  1.877222
C  -0.005007  -4.848156  0.809213
C  -0.883238  6.484870  -0.554280
P  2.006352  -3.472488  -0.464133
N  3.657360  0.923040  -1.096555
C  4.207164  -4.062018  1.097147
O  -0.345949  1.899065  -1.827090
H  4.278446  -3.595771  3.179343
H  -0.931641  -3.166479  -0.184592
S  1.476553  -1.704467  0.302677
N  -1.057775  -1.821259  -2.700361
H  0.851152  6.218212  -3.453700
H  -2.325241  0.733588  5.064598
N  -1.424866  0.999837  0.416845
C  3.631178  -3.379356  2.325573
H  -1.954792  -2.197677  -2.421061
C  4.701571  0.163257  -1.073080
C  -1.940273  -0.870440  3.653543
C  0.307418  5.917866  -2.567328
H  5.224096  -3.688497  0.944923
C  5.339529  -0.345348  0.113840
H  3.569057  -2.302111  2.188527
Ag  -0.081628  -0.301709  -1.144739
H  5.129283  -0.099913  -2.036638
S  1.770301  -3.789888  -2.384357
Se  1.603684  2.032851  1.931815
C  0.113693  4.577325  -2.285969
C  -0.198777  -4.328778  2.224394
C  -1.075756  5.131301  -0.267107
H  5.301665  -0.378142  2.253097
H  -1.218734  -4.535127  2.559026
H  -1.781116  3.825801  0.887105
C  -1.854959  0.625225  1.546047
N  -1.259768  2.353964  0.261115
C  -1.006394  -4.254980  -0.166726
H  -0.057603  7.927386  -1.893476
H  -2.371197  -1.736040  4.156473
H  2.631584  -3.747055  2.545955
H  4.900794  -5.840940  2.091600
H  -3.711443  0.299009  4.043324
H  0.493960  -4.821761  2.907976
N  3.035245  1.129517  2.472526
C  4.262218  -5.573323  1.246375
H  -2.012688  -4.526205  0.161008
H  3.262421  -5.971443  1.414962
O  3.558944  -3.731750  -0.144864
C  -0.574011  4.157859  -1.149779
H  -1.149660  -1.451548  -3.638189
C  3.674750  0.779204  1.377684
H  0.498516  3.804700  -2.938404
C  -2.628563  0.421209  4.064793
H  -0.870119  -0.829965  3.862052
H  6.208280  -0.981292  0.004007
H  -0.023838  -3.252711  2.251119
C  -0.723953  2.681765  -0.933729
S  -2.139277  1.730518  2.905705
H  -1.283165  7.213037  0.140026
H  -0.130844  -5.935031  0.808839
N  1.984920  1.913764  0.210728
H  -0.371364  -2.577393  -2.716261
O  -1.749614  4.824398  0.854464
C  4.854762  -0.026237  1.332401
C  3.100790  1.217261  0.123809
H  4.667470  -6.026485  0.341603
C  -0.199505  6.872020  -1.690598
H  -0.839511  -4.643210  -1.170778

Cartesian forces, eV/Å:
0.1 0.0 0.0
0.0 0.0 0.0
0.0 0.0 0.0
0.0 0.0 0.0
0.1 0.0 -0.1
-0.1 0.0 0.0
0.0 0.0 0.0
-0.2 0.2 0.1
0.0 0.0 0.0
0.0 0.0 0.0
-0.1 0.1 0.1
0.0 0.0 -0.1
0.0 0.0 0.0
0.0 0.0 0.0
0.0 0.0 0.0
0.0 0.0 0.0
0.0 0.0 0.0
0.0 0.0 0.0
0.0 0.0 0.0
0.0 0.0 0.0
0.0 0.0 0.0
0.0 0.0 0.0
0.0 0.0 0.0
0.1 -0.3 0.0
0.0 0.0 0.0
0.0 0.0 0.0
-0.2 0.0 -0.1
0.0 0.0 0.0
0.0 0.0 0.0
0.0 0.0 0.0
0.0 0.0 0.0
0.0 0.0 0.0
0.1 0.0 0.1
0.0 0.0 0.0
0.0 0.0 -0.2
0.0 0.0 0.0
0.0 0.0 0.0
0.0 0.0 0.0
-0.1 0.0 0.0
0.0 0.0 0.0
0.0 0.0 0.0
0.0 0.0 0.0
0.0 0.0 0.1
0.0 0.0 0.0
0.0 0.0 0.0
0.0 0.0 0.0
0.0 -0.1 0.0
0.0 0.0 0.0
0.0 0.0 0.0
0.0 -0.1 -0.1
0.0 0.0 0.0
0.0 0.0 0.0
0.0 0.0 0.0
0.0 0.0 0.0
0.0 0.0 0.0
0.0 -0.1 0.0
0.0 0.0 0.0
0.0 0.0 0.0
0.0 0.0 0.0
0.2 0.0 0.1
0.0 0.0 0.0
0.0 0.0 0.0
0.0 0.0 0.0
-0.1 0.1 -0.1
0.0 0.0 0.0
0.0 0.0 0.0
0.0 0.0 0.0

As for the HOMO energy: -4.88 eV. The charge is -1. The calculation puts the gap between HOMO and LUMO at 6.697 eV. For the energy relative to the best compared isomer or geometry (same formula, charge and spin), the calculation gives 0.0000 eV. The spin multiplicity is 1.

Atom charges from the natural (NBO) analysis, given in e for atoms 1 to 5: atom 1 (O): -0.864, atom 2 (S): 0.276, atom 3 (C): 0.128, atom 4 (C): -0.317, atom 5 (P): 1.685



[2]
Molecular formula: C21H29BF15NO17PS
Method: DFT, ωB97M-V/def2-TZVPD

Cartesian coordinates (Å):
F  4.182422  2.362348  0.550200
S  -1.277877  -4.081911  -1.360117
F  -3.407825  0.176287  2.127682
C  -9.894905  -1.519698  -2.239788
C  2.623284  4.163406  0.719817
H  7.205194  5.019216  -4.111701
F  2.117929  1.837366  0.894709
F  -3.519100  -1.966962  2.338809
H  0.753255  1.297701  2.793929
F  6.106647  -2.829453  3.710286
H  -3.920585  -4.698369  -0.268914
F  -4.164455  -0.681339  3.947580
O  0.901040  -2.499513  -2.655004
H  4.928133  4.516217  -6.114096
F  1.999252  6.417519  -3.454331
O  1.484136  4.586281  0.164453
C  -3.227755  -0.828874  3.000836
H  1.774040  -4.429594  -1.062827
F  -6.206922  -0.577026  -0.777237
O  0.209165  -1.423017  -0.410387
O  -2.409644  -3.449001  -2.334333
F  3.754754  6.978624  -2.314267
H  -10.340751  -2.283853  -0.265868
O  1.626202  -3.658363  -0.471073
O  4.554219  5.223602  -4.182999
H  1.413085  7.956740  -0.048402
F  2.940270  8.325652  -3.784230
H  1.169647  6.069820  1.606469
H  -0.149958  1.424868  5.126522
C  2.926070  2.730716  0.277957
B  -3.561330  -3.215296  -1.423196
C  -10.683384  -1.502592  -0.946458
C  6.062646  -3.995897  4.380363
O  -4.389513  -4.310123  -1.040050
O  4.474916  -4.763219  2.812933
C  2.053263  -4.655495  2.670316
H  3.397388  -5.705184  1.368130
H  -10.551824  -0.549642  -0.430056
O  -3.655905  -1.887289  -0.978981
F  7.135695  -4.707717  3.993650
O  0.073931  -6.820064  -0.225971
O  -8.508185  -1.212729  -1.999749
C  1.055565  5.911230  0.532356
N  -0.764857  -5.554875  -2.103950
F  2.755445  2.552847  -1.043845
C  -0.152662  0.485741  4.573392
H  -9.994128  -2.473328  -2.761325
H  3.248116  -6.445807  2.953243
C  6.789758  5.026639  -5.121459
H  1.913210  0.670898  3.982873
C  -7.752488  -2.221271  -1.562801
H  -0.011056  5.964833  0.311826
F  -5.689587  -1.623198  -2.593512
H  6.822299  6.059471  -5.471800
H  1.687299  6.769524  -1.333706
F  -5.563759  -2.640373  -0.680271
P  0.459269  -2.780789  -1.279623
H  0.002021  -0.314468  5.299240
O  -1.148152  -1.837578  3.727664
H  1.918027  -4.443613  3.731844
C  4.079800  6.399199  -4.612750
H  2.132933  -3.692949  2.161405
H  7.424488  4.422152  -5.770572
H  -10.271912  -0.746624  -2.909550
H  -11.745128  -1.656585  -1.141502
H  1.103487  -1.090225  -0.160193
O  4.292969  6.867480  -5.692835
C  1.795794  6.959637  -0.271645
O  -1.450447  0.374770  3.959596
C  3.297877  -5.487375  2.433015
H  -3.809942  -1.909332  -0.006477
H  1.165130  -5.176642  2.307097
C  0.938154  0.507498  3.522557
C  -1.817103  -0.850652  3.590406
H  2.863359  6.943024  -0.051743
C  4.762642  -4.759860  4.124248
H  0.970544  -0.434207  2.970082
H  5.369087  3.456623  -4.785448
O  3.293116  4.801304  1.479001
O  -8.144501  -3.334218  -1.358232
C  -6.302771  -1.762592  -1.399778
C  -0.426529  -6.292947  -1.111506
F  6.234068  -3.704216  5.673419
C  5.370801  4.495718  -5.116484
O  4.108833  -5.305273  4.964066
C  3.194247  7.036239  -3.540896

Cartesian forces, eV/Å:
-0.4 0.4 0.2
-2.6 -0.7 -0.1
0.4 -0.2 0.1
-0.9 0.0 -0.1
-0.7 1.3 0.2
0.0 -0.1 0.0
-0.1 0.3 0.0
0.4 -0.1 0.0
0.0 0.1 0.2
-0.4 -0.3 0.0
-0.8 -0.3 -0.4
0.5 -0.2 0.0
-1.1 -0.7 0.9
-0.1 0.2 0.1
0.3 -0.2 -0.4
0.3 -0.8 0.1
-1.5 0.5 -0.4
0.6 0.4 0.4
-0.3 -0.3 -0.1
0.1 -2.6 -0.3
1.9 -0.8 1.1
0.3 -0.2 -0.7
-0.1 -0.1 -0.1
-2.9 0.3 -0.9
-0.6 0.4 0.3
0.0 -0.1 0.0
0.3 -0.4 -0.3
0.2 -0.2 -0.1
-0.3 0.0 -0.1
0.7 -1.1 -0.7
-1.4 0.9 1.1
0.3 -0.1 0.3
1.4 0.9 0.4
4.0 0.0 -0.3
0.5 0.1 0.2
0.0 0.3 0.3
0.3 0.1 0.1
-0.1 0.0 -0.1
3.7 -2.0 0.0
-0.5 -0.2 -0.1
-0.8 -0.4 -0.6
0.9 -0.1 0.1
-0.3 0.9 0.1
0.0 0.6 1.7
-0.2 0.3 0.3
0.8 0.2 0.3
0.2 0.0 0.1
0.1 0.2 0.1
0.0 0.4 0.1
-0.1 0.0 0.0
-1.5 0.0 -0.4
0.1 -0.3 -0.1
-0.5 -0.3 0.0
0.0 -0.1 -0.1
-0.3 0.0 0.2
-5.4 1.1 0.3
4.5 2.8 -1.6
-0.2 -0.1 -0.2
-0.6 -0.1 -0.4
0.0 -0.1 0.0
0.8 -0.9 -0.7
0.0 -0.1 -0.1
-0.1 0.0 0.0
0.4 0.1 0.0
0.1 0.0 0.0
-0.5 0.0 0.0
-0.4 0.3 0.4
0.2 -0.1 0.1
-0.7 -0.4 -0.2
-0.6 -0.2 -0.2
-0.4 0.5 -0.9
0.0 0.0 0.0
-0.1 -0.1 -0.3
1.3 0.4 0.7
-0.1 0.0 0.1
-0.9 -0.6 -0.5
0.0 0.0 0.1
-0.2 0.2 0.2
0.2 -0.7 -0.1
0.7 0.1 0.1
1.0 0.8 0.6
0.9 1.1 -0.5
-0.5 -0.3 -0.3
0.6 -0.4 -0.4
0.4 0.3 0.1
-0.6 0.9 1.0

As for the HOMO energy: -12.80 eV. The charge is +1. The calculation puts the gap between HOMO and LUMO at 7.098 eV. The spin multiplicity is 1.

Atom charges from the Mulliken analysis, given in e for atoms 1 to 5: atom 1 (F): -0.252, atom 2 (S): 0.338, atom 3 (F): -0.255, atom 4 (C): -0.200, atom 5 (C): 0.387



[3]
Molecular formula: C21H29Br2F12NO8
Method: DFT, ωB97M-V/def2-TZVPD

Cartesian coordinates (Å):
H  0.185472  0.528283  -3.017039
H  -2.981441  2.210989  2.039062
C  -2.609591  -1.366497  -2.348554
F  -2.489771  3.291499  6.425373
H  -1.336104  -0.986225  -0.028489
Br  -5.294140  0.361351  -1.523909
O  -3.107940  3.108560  3.855563
H  -3.974751  3.657403  2.039387
C  -3.048020  3.229060  2.419707
O  3.742246  -4.296851  -4.658960
H  2.905894  1.347147  5.870719
H  0.801045  -1.636188  0.147454
F  -4.741422  -2.707571  1.055712
H  -0.939027  3.598851  2.389061
C  0.458819  -1.516459  -0.879669
F  3.433910  -3.227280  -2.254118
C  2.674200  2.330395  2.840055
C  3.416483  1.666977  4.965127
F  0.477541  2.039764  1.995270
C  -3.492362  -1.886044  -1.206956
C  3.270097  -2.437724  -3.319246
H  -1.759229  4.040339  0.895660
C  -3.609468  4.144109  4.507605
H  -1.665932  1.696332  0.136528
F  -4.624986  2.972978  6.290341
H  -2.177355  -2.238810  -2.832356
H  -1.228828  0.229591  -3.990882
H  3.823702  0.778093  4.484932
O  -0.634941  2.542105  -1.353446
H  0.232625  -3.028518  -2.475709
C  -4.295337  -0.872943  -0.414680
C  -3.639165  3.836116  6.013799
O  3.672630  1.961655  2.299793
C  -1.485193  -0.387423  -1.982691
C  -5.338603  -1.657883  0.466827
C  5.776998  -5.303340  -5.551472
F  -6.353369  -2.097475  -0.292242
Br  -6.073483  -0.474930  1.836970
H  5.033122  2.983558  4.400996
H  -3.237853  -0.892346  -3.098141
C  4.500084  2.669378  5.297735
O  -4.017406  5.160740  4.032084
C  -1.432062  1.723217  -0.932110
H  6.177535  -5.875366  -6.387370
C  4.323725  -4.961952  -5.797964
O  -2.147987  0.900811  -1.769519
C  0.280072  -2.950783  -1.404449
F  0.991474  4.020234  2.731187
H  6.377135  -4.402170  -5.430545
H  1.269944  -1.000925  -1.381512
F  -3.511759  -0.188187  0.467665
H  5.217950  2.233515  5.991468
F  3.720328  -1.232594  -3.001984
C  1.476592  2.938542  2.095238
C  -1.837939  4.025602  1.983480
H  3.739907  -5.869134  -5.936605
C  -0.611316  -0.186560  -3.201708
H  4.199318  -4.350466  -6.690627
C  3.992002  -3.000308  -4.553744
H  -1.898891  5.055112  2.338001
O  2.398206  2.254944  4.133176
F  -3.847357  4.940157  6.720618
H  1.162261  -3.504005  -1.095227
H  -0.184638  -1.109029  -3.578327
F  1.949494  -2.331717  -3.564762
H  4.067036  3.561239  5.751381
F  1.799312  3.309682  0.868463
O  4.642400  -2.334754  -5.300424
H  -4.229380  -2.546591  -1.660407
H  5.880539  -5.891339  -4.639107
H  -2.897437  -2.496758  -0.533758
N  -0.741186  -0.694622  -0.788574
H  -0.574432  -3.406559  -0.909157

Cartesian forces, eV/Å:
0.1 0.0 0.2
0.0 -0.1 0.3
-0.3 0.2 0.3
0.1 0.0 0.0
-0.1 -0.1 0.0
0.1 0.0 0.1
0.0 -0.1 0.1
0.0 0.1 0.2
0.1 0.0 -0.7
-0.2 0.0 0.1
-0.2 0.1 -0.1
0.1 0.2 0.1
-0.2 0.1 -0.1
-0.2 -0.1 0.0
-0.2 -0.6 0.5
0.0 -0.1 0.0
0.1 -0.2 0.4
0.4 -0.2 0.4
0.3 -0.2 0.2
0.1 0.3 -0.8
-0.1 0.3 0.3
0.0 0.0 0.0
0.0 -0.1 -0.4
-0.3 -0.4 -0.1
-0.1 -0.1 -0.1
0.2 -0.1 0.0
-0.2 0.0 -0.1
0.0 0.1 -0.2
-1.3 -1.3 0.6
-0.5 -0.1 -0.3
-0.5 -0.7 0.4
0.1 0.0 0.3
0.0 0.0 -0.2
-0.3 0.1 -0.3
-0.1 1.0 0.0
0.1 0.2 0.2
0.3 -0.4 0.2
0.0 -0.3 -0.1
0.0 -0.1 0.0
0.0 0.1 -0.1
0.0 0.2 -0.2
-0.1 0.1 0.2
1.3 1.6 -1.2
0.0 0.0 0.0
0.2 -0.4 -0.4
0.2 0.0 0.9
0.3 0.4 0.7
0.5 -0.2 0.2
0.0 0.0 -0.1
-0.1 0.2 -0.3
0.3 0.1 -0.1
0.0 0.0 0.0
0.1 0.1 -0.1
-0.4 0.4 -0.5
-0.4 0.3 0.2
-0.1 0.1 0.2
0.3 0.0 -0.2
0.0 0.2 0.1
0.1 -0.3 -0.3
-0.1 0.0 -0.1
-0.2 0.0 -0.1
0.0 0.1 0.0
0.1 -0.2 0.0
0.1 -0.2 0.1
0.4 0.0 -0.3
0.0 -0.1 0.1
0.3 -0.1 0.0
0.0 0.2 0.1
-0.1 -0.2 0.0
0.0 -0.1 -0.1
0.0 0.0 0.3
0.3 0.1 -0.4
-0.2 -0.1 -0.1

As for the HOMO energy: -9.39 eV. The charge is 0. The calculation puts the gap between HOMO and LUMO at 9.810 eV. The spin multiplicity is 1.

Atom charges from the Mulliken analysis, given in e for atoms 1 to 5: atom 1 (H): 0.342, atom 2 (H): 0.122, atom 3 (C): -1.355, atom 4 (F): -0.237, atom 5 (H): 0.339



> Which value of gap between HOMO and LUMO does entry 3 give?

9.810 eV



> Among the records above, which one has the lowest charge?

C21H29AgN6O4PS4Se